{
  "formula": "C62H158N16O25",
  "method": "the ωB97M-V functional and the def2-TZVPD basis",
  "symbols": ["C", "C", "C", "C", "N", "C", "C", "C", "C", "C", "H", "H", "H", "H", "H", "H", "H", "H", "H", "H", "H", "H", "H", "H", "H", "H", "H", "H", "H", "H", "C", "C", "C", "C", "N", "C", "C", "C", "C", "C", "H", "H", "H", "H", "H", "H", "H", "H", "H", "H", "H", "H", "H", "H", "H", "H", "H", "H", "H", "H", "C", "C", "C", "C", "N", "C", "C", "C", "C", "C", "H", "H", "H", "H", "H", "H", "H", "H", "H", "H", "H", "H", "H", "H", "H", "H", "H", "H", "H", "H", "C", "N", "C", "C", "C", "C", "O", "H", "H", "H", "H", "H", "H", "H", "H", "H", "H", "H", "H", "H", "H", "C", "N", "C", "C", "C", "C", "O", "H", "H", "H", "H", "H", "H", "H", "H", "H", "H", "H", "H", "H", "H", "C", "N", "C", "C", "C", "C", "O", "H", "H", "H", "H", "H", "H", "H", "H", "H", "H", "H", "H", "H", "H", "C", "N", "C", "C", "C", "C", "O", "H", "H", "H", "H", "H", "H", "H", "H", "H", "H", "H", "H", "H", "H", "C", "N", "C", "C", "C", "C", "O", "H", "H", "H", "H", "H", "H", "H", "H", "H", "H", "H", "H", "H", "H", "C", "N", "C", "C", "C", "C", "O", "H", "H", "H", "H", "H", "H", "H", "H", "H", "H", "H", "H", "H", "H", "C", "N", "C", "C", "C", "C", "O", "H", "H", "H", "H", "H", "H", "H", "H", "H", "H", "H", "H", "H", "H", "N", "O", "O", "O", "N", "O", "O", "O", "N", "O", "O", "O", "N", "O", "O", "O", "N", "O", "O", "O", "N", "O", "O", "O"],
  "positions_angstrom": [[-9.568773, 5.875225, 1.353237], [-8.791856, 4.769666, 2.032917], [-7.436255, 4.679831, 1.356612], [-6.481307, 3.787913, 2.231404], [-5.179408, 3.316732, 1.604291], [-5.352221, 2.171902, 0.540991], [-4.748197, 0.910749, 1.199327], [-3.606119, 1.486781, 2.104117], [-4.243752, 2.729922, 2.685820], [-4.375736, 4.491721, 0.978270], [-9.681371, 5.707440, 0.281454], [-9.094905, 6.861457, 1.440398], [-10.590796, 5.996250, 1.706768], [-9.374115, 3.863080, 1.980696], [-8.616328, 4.917161, 3.114268], [-6.934750, 5.636784, 1.189201], [-7.587001, 4.206256, 0.349619], [-7.063755, 2.898934, 2.502513], [-6.165727, 4.334731, 3.135760], [-4.902805, 2.511815, -0.377737], [-6.451290, 2.112571, 0.403982], [-4.307428, 0.388478, 0.366651], [-5.478429, 0.309320, 1.712833], [-2.742837, 1.736363, 1.518361], [-3.290690, 0.786361, 2.898796], [-3.526030, 3.513662, 2.910221], [-4.851207, 2.489750, 3.567223], [-4.199249, 5.282738, 1.714382], [-4.990686, 4.831829, 0.155336], [-3.448308, 4.077235, 0.583913], [1.717974, -3.396190, -11.455707], [1.024338, -3.647099, -10.137084], [1.891817, -3.291096, -8.890612], [1.074260, -2.508813, -7.821779], [1.807249, -2.072216, -6.627949], [2.148750, -3.217476, -5.699868], [1.362771, -3.102545, -4.415297], [0.400371, -1.921816, -4.651052], [0.957343, -1.127499, -5.805514], [3.107710, -1.454960, -6.933983], [1.145445, -3.779724, -12.295219], [2.665463, -3.965456, -11.525600], [1.908830, -2.359122, -11.593642], [0.754059, -4.707084, -10.102204], [0.110747, -3.042665, -10.076861], [2.656539, -2.612118, -9.257327], [2.379296, -4.186422, -8.458671], [0.167954, -3.077728, -7.571428], [0.782570, -1.569722, -8.308363], [3.257947, -3.307399, -5.602060], [1.883805, -4.109176, -6.285824], [1.923774, -2.891119, -3.558158], [0.894547, -4.087333, -4.268925], [0.410121, -1.232772, -3.816698], [-0.654044, -2.241227, -4.813239], [1.670783, -0.375192, -5.493371], [0.289773, -0.656653, -6.488571], [3.774024, -2.150380, -7.487378], [3.492701, -1.157750, -5.975241], [2.982894, -0.576962, -7.554962], [-5.073314, -2.666905, -0.855615], [-6.277359, -2.000125, -1.530001], [-7.027123, -2.971489, -2.458312], [-8.158418, -2.180983, -3.126226], [-8.997936, -2.977502, -4.039236], [-10.067950, -2.085620, -4.640811], [-11.073865, -1.862611, -3.488324], [-10.957327, -3.173981, -2.667094], [-9.838843, -3.945895, -3.339135], [-8.125859, -3.542526, -5.051353], [-4.217377, -2.796560, -1.494478], [-5.319439, -3.662376, -0.451400], [-4.819755, -2.020267, -0.061128], [-5.834575, -1.249562, -2.160273], [-6.827154, -1.494928, -0.758455], [-7.397506, -3.743543, -1.792170], [-6.337462, -3.392441, -3.178936], [-7.799327, -1.379687, -3.779990], [-8.786792, -1.795618, -2.310667], [-10.586340, -2.693465, -5.386767], [-9.592227, -1.179707, -5.048300], [-12.086996, -1.743111, -3.914065], [-10.856480, -0.979591, -2.870399], [-11.837260, -3.802560, -2.778273], [-10.792139, -3.110820, -1.591993], [-10.091125, -4.642161, -4.154461], [-9.260299, -4.502677, -2.610109], [-7.564533, -4.341278, -4.602445], [-7.487932, -2.833882, -5.543435], [-8.813238, -3.975059, -5.787968], [4.968149, 3.169813, -0.223025], [5.086686, 4.125150, 0.921040], [4.998747, 5.537557, 0.561103], [3.992222, 3.773507, 1.833887], [6.370544, 3.787658, 1.670885], [7.588519, 4.387743, 1.145934], [7.763712, 4.066639, -0.232531], [5.698225, 3.530362, -0.956743], [3.899816, 3.162015, -0.529468], [5.261652, 2.147105, 0.050412], [4.802756, 6.091364, 1.479040], [4.137646, 5.678912, -0.092297], [5.844350, 5.937277, 0.031779], [4.100135, 2.715885, 2.144121], [3.064005, 3.904738, 1.287800], [4.003776, 4.516968, 2.624475], [6.325845, 2.705253, 1.653648], [6.188331, 4.113785, 2.706085], [8.368577, 4.013776, 1.793144], [7.597401, 5.489026, 1.250244], [8.655658, 4.328637, -0.461985], [6.457318, -1.929469, -0.859796], [6.988214, -1.713600, -2.168722], [7.270076, -0.246188, -2.198735], [8.268793, -2.402191, -2.403346], [5.982535, -2.116586, -3.171535], [6.420381, -2.014386, -4.599269], [6.750316, -0.678200, -4.886636], [5.561820, -1.329566, -0.766839], [7.123709, -1.636012, -0.065294], [6.218613, -2.989111, -0.789330], [6.320663, 0.266110, -2.251440], [7.890482, -0.068185, -3.066253], [7.825153, 0.066261, -1.271287], [8.909449, -2.025202, -1.648893], [8.525171, -2.110643, -3.405216], [8.129614, -3.452922, -2.323201], [5.118874, -1.476754, -3.000840], [5.769118, -3.137953, -2.928684], [5.541880, -2.351091, -5.138459], [7.223830, -2.670258, -4.902896], [5.976042, -0.125822, -4.731747], [5.531252, -3.923490, 3.139655], [4.214241, -3.896489, 3.813318], [3.444244, -2.884257, 3.096818], [3.587657, -5.191623, 3.468561], [4.186268, -3.686978, 5.278493], [4.980286, -2.571665, 5.785219], [6.325503, -3.061373, 5.921358], [6.096666, -3.032731, 3.367589], [5.367918, -4.123921, 2.065213], [6.060504, -4.744627, 3.584706], [3.464626, -3.235859, 2.084967], [3.953727, -1.927840, 3.097025], [2.421382, -2.803556, 3.528524], [4.151275, -5.926277, 4.009022], [3.742704, -5.321030, 2.433666], [2.591128, -5.071422, 3.822633], [4.407051, -4.625603, 5.704117], [3.121588, -3.536360, 5.495624], [4.594869, -2.337422, 6.818991], [4.849604, -1.628116, 5.248589], [6.958784, -2.422773, 6.259570], [-0.528091, -3.970246, 4.341110], [-1.271783, -3.513737, 5.592336], [-0.276954, -3.387722, 6.645184], [-1.804349, -2.179107, 5.240305], [-2.410714, -4.354082, 5.826151], [-2.232459, -5.833001, 5.759923], [-1.122707, -6.155590, 6.647627], [-1.186175, -3.910744, 3.474463], [-0.222101, -4.991423, 4.550629], [0.297839, -3.240468, 4.249937], [0.419212, -2.562750, 6.432477], [0.217631, -4.370132, 6.679428], [-0.879401, -3.296913, 7.537712], [-2.204410, -1.753179, 6.163419], [-2.602180, -2.299331, 4.523586], [-0.974425, -1.574375, 4.869064], [-3.206022, -4.078705, 5.106656], [-2.752441, -4.097306, 6.847639], [-2.131606, -6.164303, 4.723982], [-3.160044, -6.215027, 6.249447], [-1.075071, -7.095467, 6.809428], [1.320740, 6.658256, -1.888861], [0.745281, 5.516405, -2.649130], [0.578232, 5.773861, -4.079288], [1.646163, 4.361900, -2.483823], [-0.540473, 5.174222, -2.021107], [-1.341585, 4.065677, -2.655118], [-0.722253, 2.778579, -2.680370], [2.339697, 6.795538, -2.265790], [1.264904, 6.528914, -0.822268], [0.809781, 7.583626, -2.150590], [0.531781, 4.803737, -4.542094], [1.468840, 6.285674, -4.314435], [-0.273714, 6.425703, -4.231499], [2.587465, 4.566566, -2.957228], [1.123835, 3.510452, -2.912796], [1.734701, 4.163725, -1.407910], [-1.170337, 6.090573, -2.040597], [-0.351500, 4.929126, -0.984394], [-1.604172, 4.316885, -3.692474], [-2.232401, 4.019582, -2.033223], [-0.544468, 2.559281, -1.725520], [0.516585, -0.968740, -1.232383], [1.050998, -0.398698, 0.050335], [1.828173, -1.430242, 0.893368], [2.000849, 0.644125, -0.335974], [0.022324, 0.233816, 0.936589], [-0.969798, -0.624427, 1.635105], [-2.123656, -0.617204, 0.785079], [0.129926, -0.104752, -1.737035], [-0.208750, -1.740623, -0.925171], [1.345739, -1.491475, -1.751581], [2.726164, -1.592648, 0.328000], [1.135114, -2.199655, 1.050350], [1.999634, -0.820112, 1.771800], [2.539795, 0.276243, -1.187066], [2.706645, 0.886665, 0.468715], [1.440813, 1.569847, -0.473144], [-0.577735, 0.955331, 0.423686], [0.648135, 0.723011, 1.708356], [-1.182679, 0.008098, 2.478659], [-0.605126, -1.559845, 2.054464], [-2.742448, -1.370469, 0.992967], [1.617022, 3.908946, 5.944515], [0.279202, 3.155978, 6.111751], [-0.385016, 2.540752, 4.896056], [0.393017, 2.097446, 7.236070], [-0.668069, 4.176667, 6.658134], [-0.994552, 5.304066, 5.716680], [-2.383473, 5.601088, 5.768699], [1.452051, 4.701550, 5.214854], [2.457568, 3.209345, 5.689341], [1.942004, 4.175834, 6.946542], [-0.661904, 3.229950, 4.127072], [-1.357777, 2.183996, 5.315347], [0.125904, 1.671440, 4.482750], [1.057560, 1.264791, 6.940477], [-0.633936, 1.739635, 7.434936], [0.818619, 2.509733, 8.147126], [-0.206496, 4.445936, 7.615083], [-1.544371, 3.601649, 6.930417], [-0.888994, 5.111443, 4.686996], [-0.363622, 6.151776, 5.862871], [-2.439145, 6.528024, 5.588062], [-0.429619, 3.926231, 1.210472], [0.776270, 4.415771, 1.123761], [-1.167859, 4.271295, 2.162817], [-0.866777, 3.209252, 0.274516], [-2.901933, -3.798290, 1.362651], [-2.888262, -4.851359, 2.037304], [-3.365407, -2.653615, 1.832733], [-2.450025, -3.768270, 0.239434], [1.732097, -0.498269, 4.791503], [2.554968, 0.389589, 4.370557], [2.110095, -1.296290, 5.678566], [0.611830, -0.586784, 4.165855], [3.592132, 0.925496, -3.461649], [2.614151, 0.139924, -3.484860], [4.417977, 0.765591, -4.428008], [3.739070, 1.826578, -2.565831], [2.855909, -3.663708, -0.833801], [3.787108, -4.236767, -0.243564], [3.179591, -2.777685, -1.748955], [1.664439, -3.854903, -0.572506], [5.722650, -0.179772, 1.570817], [4.624583, 0.448696, 1.785841], [5.833078, -1.395906, 1.859921], [6.650764, 0.492229, 0.991531]],
  "forces_ev_per_angstrom": [[-0.59, 0.92, -0.07], [0.37, 0.89, 0.45], [1.36, -1.82, -0.48], [-0.37, 0.44, -0.54], [1.37, 0.34, -0.36], [-1.56, 0.51, 1.96], [1.17, 1.56, -0.87], [-1.32, -0.54, 0.16], [-0.46, 0.09, 0.16], [-1.17, -1.03, 0.03], [0.20, -0.28, -0.08], [0.05, -0.26, 0.16], [0.02, -0.13, 0.30], [0.12, -0.62, -0.26], [-0.34, 0.39, -0.34], [-0.48, 0.13, 0.12], [0.30, 0.36, 0.68], [0.46, -0.01, 0.18], [-0.34, -0.22, -0.28], [0.37, -0.11, -0.16], [0.67, -0.11, -0.18], [0.14, -0.80, 0.06], [-0.20, -0.14, 0.26], [0.39, 0.08, -0.41], [-0.23, 0.29, -0.43], [0.02, -0.04, 0.28], [0.05, 0.15, -0.25], [-0.11, -0.33, -0.13], [0.00, 0.37, -0.14], [0.07, 0.03, 0.29], [0.64, -1.25, -0.09], [-0.16, -0.26, 0.82], [-0.16, 0.10, 0.18], [-0.16, -0.31, -2.07], [0.57, -0.68, 1.01], [0.92, -1.57, -0.82], [-1.21, -0.33, -1.18], [-1.19, -0.17, -0.02], [1.14, -0.14, -0.29], [0.63, 0.28, -1.08], [-0.33, 0.19, -0.02], [-0.26, 0.44, 0.23], [0.28, 0.89, -0.27], [-0.24, 0.20, 0.20], [-0.05, -0.24, -0.15], [0.34, -0.06, 0.08], [-0.19, 0.42, -0.26], [0.28, 0.28, 0.39], [-0.24, -0.25, 0.02], [-0.95, 0.41, 0.19], [-0.08, 0.09, 0.45], [1.29, 0.15, 1.09], [-0.28, 0.59, 0.24], [-0.15, -0.14, 0.34], [0.72, 0.17, -0.03], [-0.12, 0.16, 0.54], [-0.86, 0.23, -0.28], [-0.50, 0.34, 0.66], [0.58, 0.21, 0.21], [-0.19, 0.26, -0.12], [-1.07, -0.77, -0.30], [1.59, -0.96, -0.94], [-0.42, 1.31, 0.77], [0.34, 0.02, 0.92], [-0.30, 1.78, 0.03], [-0.28, 0.44, 0.52], [-0.19, 0.10, 0.09], [-0.50, -0.62, -0.69], [0.49, -1.63, 0.13], [-1.11, -1.58, -1.11], [0.26, 0.03, -0.36], [0.04, 0.39, 0.05], [0.74, 0.33, 1.06], [-0.02, 0.82, -0.34], [-0.99, -0.02, 0.13], [-0.29, -0.42, -0.26], [0.21, -0.08, 0.03], [0.24, 0.13, 0.57], [0.09, 0.15, -0.50], [0.39, 0.26, -0.25], [-0.33, -0.45, -0.03], [0.55, 0.04, 0.29], [-0.02, -0.25, -0.35], [-0.29, 0.20, 0.08], [0.09, 0.52, -0.14], [-0.65, 0.06, 0.60], [0.25, -0.13, -0.10], [0.36, -0.26, 0.01], [0.19, 0.56, 0.08], [0.45, -0.06, -0.13], [-0.06, 0.32, -1.16], [0.85, -1.28, 0.44], [-1.07, 0.59, -0.18], [-0.74, -0.06, 0.22], [-1.95, -0.25, 0.82], [0.87, 1.11, -0.78], [-0.06, -0.14, 0.58], [-0.67, -0.27, -0.26], [0.92, 0.16, -0.23], [-0.15, 0.43, 0.35], [0.25, 0.15, -0.09], [-0.13, -0.14, 0.06], [0.55, -0.27, -0.05], [0.02, 0.63, 0.05], [-0.25, -0.10, 0.03], [-0.04, -0.34, 0.49], [0.65, -0.30, 0.11], [0.32, 0.02, -0.27], [0.59, -0.21, 0.00], [-0.10, -0.34, 0.17], [0.26, 0.01, -0.30], [-0.96, -1.50, 1.36], [0.95, 1.58, -0.42], [1.14, 0.58, 0.35], [-0.84, 0.47, -0.26], [0.09, -0.17, 0.08], [-0.62, 0.86, 0.08], [0.67, -0.46, -0.85], [-0.32, -0.14, 0.06], [0.43, 0.07, -0.09], [-0.31, 0.02, 0.35], [-0.11, 0.31, -0.08], [-0.19, 0.42, -0.07], [-0.71, -0.56, -0.80], [1.07, 0.12, 0.44], [0.81, -0.08, -0.17], [-0.05, -0.92, 0.09], [-0.22, -0.27, 0.00], [-0.61, -0.59, 0.17], [-0.30, -0.12, -0.53], [0.34, -0.04, 0.08], [-0.37, 0.30, 0.04], [0.90, -0.44, 0.42], [0.18, 0.16, -1.22], [-0.98, 0.97, 0.20], [0.68, 0.51, 1.45], [-1.81, -0.08, -0.80], [1.11, 0.93, 2.59], [-0.32, -0.05, -0.65], [-0.11, 0.22, -0.33], [0.16, 0.47, 0.57], [0.44, -0.51, 0.07], [-0.55, 0.08, -0.73], [-0.01, 0.18, 0.26], [0.70, -0.12, -0.41], [-0.07, -0.71, 0.28], [-0.54, -0.34, -1.22], [-1.01, -0.67, -0.15], [0.87, -0.93, 0.80], [0.19, 0.25, 0.01], [0.15, -0.23, -0.89], [0.27, -0.19, -0.40], [-0.30, 0.30, 0.03], [0.07, 0.53, 0.47], [1.07, 0.98, -3.66], [0.27, -1.11, 0.82], [0.04, 0.82, 0.74], [-2.09, -0.44, 1.31], [0.01, -0.60, 1.66], [-0.43, 0.53, -1.01], [-0.09, -0.16, 0.09], [0.33, 0.08, -0.30], [-0.24, -0.65, -0.13], [-0.40, -0.27, 0.13], [0.11, 0.61, 0.29], [0.41, 0.40, 0.63], [-0.05, 0.11, -0.08], [-0.04, 0.09, -0.40], [-0.27, 0.00, 0.04], [0.46, -0.18, 0.34], [-0.05, -0.05, -0.46], [0.17, -0.35, 0.21], [0.49, -0.09, -0.87], [-0.12, -0.44, -0.05], [0.46, 1.12, -1.34], [-0.25, -0.16, 1.50], [-0.08, 0.33, 0.52], [-0.09, -0.95, 0.65], [-1.19, 0.68, 0.42], [0.08, -0.51, -0.40], [-0.13, 0.21, 1.27], [-0.01, -0.14, 0.41], [0.06, -0.50, 0.29], [-0.33, -0.09, -0.02], [-0.27, -0.01, -0.60], [0.99, 0.54, -1.08], [-0.17, -0.10, -0.23], [0.47, 0.00, -0.14], [0.55, -0.04, -0.15], [0.24, 0.14, -0.23], [0.36, -0.44, -0.04], [0.23, 0.00, 0.11], [-0.12, -0.20, 0.33], [-0.41, 0.04, -0.17], [-0.22, 0.15, -1.07], [0.19, -1.35, 1.35], [0.25, -0.63, 0.34], [-0.81, 3.00, -0.81], [0.59, 1.00, 0.76], [1.52, -0.23, 0.89], [-1.26, 0.55, -0.67], [0.32, -0.67, 0.04], [-0.48, 0.03, -0.67], [-0.12, 0.53, -0.50], [-0.38, 0.58, 0.26], [0.34, -0.67, 0.04], [-0.24, -1.52, 0.20], [0.51, -0.48, 0.53], [0.16, 0.33, -0.46], [-0.14, -0.48, 0.06], [0.01, -0.05, -0.73], [0.14, 0.52, -0.68], [-0.33, 0.03, -0.36], [-0.35, 0.08, 0.96], [-0.27, -0.34, -0.45], [0.64, -0.15, 0.29], [0.42, -2.22, -0.17], [0.79, -0.11, 0.56], [-0.85, -1.18, 1.12], [0.01, -0.44, -0.95], [0.11, -0.59, 0.82], [-0.79, 0.15, -0.17], [0.04, -0.42, 0.99], [0.32, -0.04, 0.29], [-1.15, 0.36, -0.61], [-0.51, 0.84, 0.01], [0.45, 0.73, -0.33], [0.68, 0.05, -0.37], [0.46, 0.16, 0.24], [-0.44, 0.44, -0.26], [0.64, 0.09, -0.13], [-0.10, 0.48, -0.14], [-0.26, 0.60, -0.28], [-0.52, 0.24, -0.18], [1.06, -1.11, -1.29], [0.28, 0.86, 0.71], [-0.50, 0.90, -0.05], [1.55, 1.73, -0.16], [-2.35, -1.23, 0.13], [0.58, -0.73, -0.73], [0.02, 0.18, 0.72], [-0.14, 0.68, 0.70], [-0.39, 1.39, 0.21], [0.20, -1.82, 0.59], [0.36, -0.14, -1.00], [1.83, 1.19, -2.04], [-1.59, -1.09, 1.08], [-1.29, 0.45, -0.51], [1.10, -0.30, 1.45], [0.29, -0.25, -1.04], [0.14, 0.92, 0.99], [-0.32, 0.97, 1.56], [-0.17, -1.61, -1.70], [0.85, 1.28, -1.36], [-0.47, 0.00, 0.22], [-0.62, -1.17, 1.27], [0.50, -0.19, -0.10], [-0.51, 1.43, -0.69], [1.16, -1.14, 0.06], [0.17, 1.77, -0.32], [-0.92, -1.53, 1.05]],
  "charge": 4,
  "largest_force_ev_per_a": 3.9,
  "e_tot_ev": -141828.2361,
  "homo_lumo_gap_ev": 8.200
}